Entry 1:
Here is C6H7NO in the gas phase from OMol25. Energies are from wB97M-V/def2-TZVPD.

Structure (XYZ):
```
15
Properties=species:S:1:pos:R:3:forces:R:3
C -0.57591 -0.33095 0.04184 0.6 0.8 -0.8
C 0.35451 -1.37405 -0.06556 1.2 -1.5 2.6
C 1.75034 -1.13382 0.01854 -1.4 2.5 -1.1
C 2.10482 0.26294 -0.10274 0.9 -4.0 0.3
C 1.22521 1.28014 -0.02745 -0.3 1.6 0.4
C -0.14352 1.05197 0.08615 -2.3 -0.7 -0.8
H -3.08427 0.51358 0.83008 0.0 -0.1 -0.6
H -3.49700 -0.14672 -0.70421 1.4 2.2 1.6
H 0.00941 -2.40233 0.23926 0.1 1.0 -1.0
H 2.57100 -1.87378 0.06628 -1.0 0.3 -0.1
H 3.14245 0.37266 -0.27204 1.0 0.9 0.2
H 1.69039 2.28786 0.01844 -0.9 -0.6 -0.3
H -0.92810 1.90052 0.00844 1.6 -1.7 0.4
N -2.70135 0.36445 -0.12065 -4.2 -1.1 -1.6
O -1.91799 -0.77248 -0.01637 3.3 0.3 0.8
```
Forces are in eV/Å.

Properties
molecular weight: 109.1 g/mol
HOMO energy: -8.5 eV
DFT total energy: -362.72197 hartree
energy relative to the best compared isomer or geometry (same formula, charge and spin): 240.3 kJ/mol
structure (SMILES): NOc1ccccc1

---

Entry 2:
Here is C6H7NO as an isolated structure from OMol25. Energies are from wB97M-V/def2-TZVPD.

Structure (XYZ):
```
15
Properties=species:S:1:pos:R:3:forces:R:3
C -0.79403 0.20442 1.40758 -1.3 -0.8 7.9
C 0.15172 -0.96971 1.45352 -0.9 -3.3 6.0
C 0.92589 -1.27570 0.42655 1.9 -1.3 2.7
C 0.77442 -0.06015 -0.25457 0.8 3.3 -6.2
C -0.29335 1.30168 -1.43787 -2.1 -1.6 0.6
C -0.63618 0.48111 -0.04257 2.7 3.6 -0.5
H 0.15063 -1.50295 2.58211 0.0 1.2 -3.4
H 1.76524 -2.01233 0.53515 -1.0 0.8 -0.7
H 1.51439 0.83144 -0.22225 -0.6 -1.8 1.0
H -0.55403 -0.78450 -1.73686 4.3 2.3 -1.5
H -1.20708 1.48991 -2.09410 1.6 0.0 0.8
H 0.21529 2.18867 -1.06175 0.4 0.0 -1.0
H -1.23586 -0.27988 -0.31935 -2.3 -2.7 -1.5
N 0.59162 0.01864 -1.84512 -5.5 -0.5 2.7
O -1.36868 0.36933 2.60952 2.1 0.7 -7.1
```
Forces are in eV/Å.

Properties
molecular weight: 109.1 g/mol
HOMO energy: -9.8 eV
DFT total energy: -362.52833 hartree
energy relative to the best compared isomer or geometry (same formula, charge and spin): 748.7 kJ/mol